Entry from OMol25: a cluster of 3 separate species, C30H19F4O4S in total (ωB97M-V with the def2-TZVPD basis set).

Structure (XYZ):
```
58
Properties=species:S:1:pos:R:3
F -4.1489 -1.9883 6.6559
C -3.3893 -3.0186 6.3087
F -2.0885 -2.6626 6.3411
C -3.5423 -4.1037 7.3938
F -3.3375 -3.5857 8.6115
F -4.6971 -4.7480 7.3368
S -2.1793 -5.4101 7.2932
H -3.6432 -3.3619 5.3095
H -2.0013 -5.5648 5.9639
H -1.1410 -4.5957 7.5731
C -3.0178 0.8436 5.2631
C -3.7328 1.8252 4.5829
C -3.1840 2.4324 3.4665
C -1.9191 2.0617 3.0254
C -1.2018 1.0820 3.7109
C -1.7569 0.4760 4.8293
C 0.1649 0.6785 3.2734
O 0.7661 -0.2001 3.8599
C 0.7567 1.3739 2.1005
C 2.0486 1.0525 1.7026
C 2.6110 1.6853 0.6075
C 1.8837 2.6367 -0.1006
C 0.5956 2.9612 0.2904
C 0.0293 2.3374 1.3942
C -1.3492 2.7168 1.8113
O -1.9943 3.5309 1.1894
H -3.4441 0.3741 6.1373
H -4.7153 2.1182 4.9272
H -3.7306 3.1957 2.9313
H -1.1901 -0.2780 5.3569
H 2.6085 0.3115 2.2551
H 3.6178 1.4370 0.3003
H 2.3231 3.1210 -0.9631
H 0.0253 3.6986 -0.2561
C 3.1112 0.7448 -8.8503
C 3.5029 1.8745 -8.1398
C 3.2376 1.9704 -6.7850
C 2.5719 0.9393 -6.1349
C 2.1660 -0.1899 -6.8519
C 2.4443 -0.2846 -8.2090
C 1.4227 -1.2960 -6.1862
O 1.0780 -2.2813 -6.8023
C 1.1102 -1.1548 -4.7351
C 0.3793 -2.1491 -4.0975
C 0.0911 -2.0368 -2.7481
C 0.5368 -0.9334 -2.0269
C 1.2620 0.0597 -2.6599
C 1.5465 -0.0434 -4.0138
C 2.3091 1.0529 -4.6748
O 2.7020 2.0079 -4.0361
H 3.3254 0.6700 -9.9077
H 4.0169 2.6803 -8.6456
H 3.5438 2.8428 -6.2257
H 2.1341 -1.1635 -8.7558
H 0.0398 -3.0049 -4.6633
H -0.4820 -2.8107 -2.2552
H 0.3160 -0.8475 -0.9704
H 1.6080 0.9206 -2.1079
```

Summary:
Energy in Ha: -2252.94110
Charge: +1